No. 1
Density functional theory data (ωB97M-V with the def2-TZVPD basis set) for the ion C10H9BNO6 with charge -1 at a distorted geometry.

Its SMILES is [H]/N=C(\C)CC1=CC(=O)C(B(O)O)=C(C(=O)[O-])C1=O. The net charge is -1. The LUMO energy is 0.0904 Eh. The calculation puts the HOMO energy at -4.6 eV. The gap between HOMO and LUMO is 7.1 eV.

Each line ends with the natural charge from an NBO analysis.
Element x y z (Å)
O 1.81325 0.87300 3.95938  -0.91
O 1.61678 -2.74196 1.47982  -0.56
O -2.18622 0.04321 0.30131  -0.46
O -1.76071 1.24308 3.10285  -0.73
O -0.04810 2.45449 2.34493  -0.72
O 2.17770 -1.46187 3.96702  -0.91
N -1.63899 1.52378 -2.02334  -0.58
C -0.99593 -0.12780 0.37113  0.51
C -0.41645 -0.58711 -2.21970  -0.49
C -0.23844 0.20909 1.64120  0.00
C 0.79985 -0.55652 2.01722  -0.54
C -0.96900 0.71806 -2.72053  0.31
C 1.15222 -1.67983 1.10500  0.53
C 0.87016 -1.45961 -0.34524  -0.24
C -0.15613 -0.71945 -0.72783  -0.04
C -0.69292 0.99331 -4.19591  -0.68
C -0.72507 1.41258 2.43886  0.71
B 1.61766 -0.34184 3.34511  1.16
H 0.54260 -0.74181 -2.70920  0.22
H 1.18115 0.92776 4.68197  0.50
H 1.49575 -1.92835 -1.09126  0.20
H 0.36650 0.92139 -4.43036  0.21
H -1.04816 -1.41846 -2.53756  0.24
H -1.06617 1.96873 -4.48963  0.21
H 1.48134 -2.11082 4.08959  0.49
H -1.25388 0.26032 -4.77744  0.22
H -1.91883 2.32663 -2.57740  0.33

No. 2
Density functional theory data (ωB97M-V with the def2-TZVPD basis set) for a structure of composition C10H9BrINS at a distorted geometry.

The LUMO energy is -0.0008 Eh. The calculation puts the HOMO energy at -8.7 eV. Its relative energy (zero: lowest compared OMol25 entry of this formula, charge and spin) is 0.0 kcal per mole. The gap between HOMO and LUMO is 8.6 eV.

Each line ends with the natural charge from an NBO analysis.
Element x y z (Å)
I -0.73939 -1.21954 2.92930  0.08
Br 4.19997 1.64397 1.92922  0.07
S -0.30024 -1.48233 -1.78704  0.21
N 0.88921 2.25018 -0.34802  -0.41
C 0.08012 1.27170 -0.12067  0.24
C 0.47376 0.25294 0.78913  -0.15
C -1.12471 1.16327 -1.00505  -0.45
C 1.96562 2.44051 0.34686  0.01
C -1.69429 -2.94288 0.26564  -0.66
C 2.43886 1.53817 1.25496  -0.13
C -0.86772 0.24636 -2.14814  -0.47
C -0.76486 -1.79568 -0.09457  -0.15
C -0.20078 -1.01121 0.84329  -0.10
C 1.69557 0.35761 1.49493  -0.15
H -1.70753 0.21568 -2.77157  0.21
H 2.43729 3.39048 0.08147  0.21
H -1.09574 -3.80023 0.51723  0.23
H -2.17475 -3.02262 -0.69647  0.24
H -2.12296 -2.46421 1.11412  0.24
H -1.95522 0.69344 -0.47594  0.22
H -0.03403 0.50775 -2.79355  0.22
H 2.07845 -0.39346 2.09186  0.23
H -1.47661 2.16010 -1.41700  0.25

No. 3
Density functional theory data (ωB97M-V with the def2-TZVPD basis set) for a structure of composition C10H9CaN4O2S4Sb.

The net charge is -1. The LUMO energy (alpha / beta) is 0.0929 / 0.0638 Eh. The calculation puts the HOMO energy (alpha / beta) at -4.7 / -4.9 eV. The gap between HOMO and LUMO (alpha / beta) is 7.3 / 6.6 eV. As for the spin multiplicity: 2. The expectation value of S² is 0.759.

Each line ends with the natural charge from an NBO analysis.
Element x y z (Å)
Sb -5.21275 -4.04439 -1.28636  0.82
Ca -2.51767 -2.35064 -1.55290  1.72
S -4.66014 -2.69497 -3.14829  -1.07
S -3.01747 -4.86497 -0.64757  -0.81
S -4.52569 -2.62730 0.55318  -0.72
S 0.23928 -0.90384 -1.31245  2.31
O 0.81935 -0.33845 -2.50410  -0.96
O -0.04066 -2.33799 -1.35737  -1.04
N 4.09248 -0.03314 3.13377  -0.80
N -0.37210 1.91546 -0.88012  -0.51
N -1.17833 -0.28909 -0.90416  -1.03
N -2.70549 1.40561 -0.90072  -0.47
C -1.40226 1.05502 -0.90623  0.55
C 3.29071 0.50225 0.90819  -0.27
C 1.40434 -0.66124 -0.00660  -0.31
C -0.67792 3.20571 -0.86430  0.09
C 3.21043 -0.26161 2.07170  0.18
C 2.20744 -1.22529 2.18285  -0.28
C 1.31175 -1.42374 1.14908  -0.16
C -2.96864 2.69766 -0.88050  0.09
C 2.38925 0.30484 -0.12328  -0.16
C -1.97736 3.67317 -0.86534  -0.38
H 4.97656 0.36685 2.86261  0.37
H 0.15986 3.89722 -0.84636  0.18
H 0.54105 -2.17967 1.23038  0.24
H 2.13219 -1.82202 3.08443  0.21
H 2.43739 0.89819 -1.02540  0.25
H 4.21266 -0.81901 3.75280  0.37
H -4.02041 2.96827 -0.87941  0.19
H 4.06115 1.25896 0.81564  0.20
H -2.20901 4.72817 -0.85315  0.21

No. 4
Density functional theory data (ωB97M-V with the def2-TZVPD basis set) for the ion C10H9ClN with charge +1 at a distorted geometry.

The net charge is +1. The LUMO energy (alpha / beta) is -0.1806 / -0.1750 Eh. The calculation puts the HOMO energy (alpha / beta) at -12.7 / -12.5 eV. Its relative energy (zero: lowest compared OMol25 entry of this formula, charge and spin) is 70.8 kcal per mole. The gap between HOMO and LUMO (alpha / beta) is 7.8 / 7.7 eV.

Each line ends with the natural charge from an NBO analysis.
Element x y z (Å)
Cl -3.77929 -1.41126 0.01164  0.08
N 1.53925 -0.98190 1.12600  -0.52
C 2.07961 -1.67894 -1.01215  -0.23
C -1.25151 -0.39921 0.10574  0.15
C -0.25311 0.51066 0.11934  -0.19
C 1.95176 -2.11520 0.27636  -0.03
C -1.98317 2.15652 -0.09968  -0.20
C 1.74304 -0.34252 -1.11886  -0.11
C -2.95273 1.17447 -0.11795  -0.17
C -0.63846 1.85442 0.01606  -0.18
C -2.58993 -0.17844 0.00863  -0.15
C 1.24521 0.16525 0.18423  -0.09
H 0.73460 -1.21358 1.72036  0.46
H 1.77040 1.06214 0.52521  0.25
H 2.31299 -0.72779 1.75306  0.45
H 1.75429 0.25580 -2.00578  0.25
H -2.27778 3.19304 -0.18296  0.24
H -3.99985 1.41221 -0.22692  0.25
H 0.10397 2.63863 0.03572  0.23
H 2.40373 -2.29164 -1.83115  0.27
H 2.08697 -3.08266 0.71308  0.25

No. 5
Density functional theory data (ωB97M-V with the def2-TZVPD basis set) for the molecule C10H9ClO3Si at a distorted geometry.

Its SMILES is Cc1cc2c(c([SiH2]Cl)c1C)C(=O)OC2=O. The LUMO energy is -0.0235 Eh. The calculation puts the HOMO energy at -10.1 eV. Its relative energy (zero: lowest compared OMol25 entry of this formula, charge and spin) is 0.0 kcal per mole. The gap between HOMO and LUMO is 9.5 eV.

Each line ends with the natural charge from an NBO analysis.
Element x y z (Å)
Cl -1.06049 -2.97207 -2.48401  -0.40
Si -0.67118 -2.76395 -0.47224  1.08
O -1.63620 -2.39158 2.42779  -0.52
O -1.39382 1.82861 3.68966  -0.51
O -1.56397 -0.38153 3.32933  -0.48
C -1.17811 0.88207 2.99753  0.78
C -0.48362 0.84078 1.65493  -0.13
C 1.28025 2.32486 -1.32906  -0.64
C -0.15422 -0.96554 0.01321  -0.39
C 0.23363 1.76215 0.87725  -0.19
C 0.72510 1.29198 -0.31599  0.11
C -0.71009 -0.44447 1.22902  -0.14
C -1.37142 -1.23207 2.31379  0.78
C 0.47612 -0.03234 -0.76144  -0.01
C 1.02101 -0.34494 -2.08673  -0.64
H -2.07999 -2.79130 0.12129  -0.12
H 0.92974 2.21316 -2.32731  0.22
H 2.27033 2.19014 -1.50004  0.22
H 0.28976 2.71197 1.30416  0.23
H 1.12976 3.27839 -1.07919  0.22
H 0.63220 0.25762 -2.86434  0.23
H 0.30140 -3.83048 -0.30132  -0.15
H 2.00943 -0.05851 -2.24982  0.22
H 1.00436 -1.37294 -2.18648  0.22

No. 6
Density functional theory data (ωB97M-V with the def2-TZVPD basis set) for a structure of composition C10H9CoN2O5 at a distorted geometry.

The net charge is +2. The LUMO energy (alpha / beta) is -0.2971 / -0.4422 Eh. The calculation puts the HOMO energy (alpha / beta) at -13.9 / -16.4 eV. Its relative energy (zero: lowest compared OMol25 entry of this formula, charge and spin) is 2.7 kcal per mole. The gap between HOMO and LUMO (alpha / beta) is 5.8 / 4.4 eV. As for the spin multiplicity: 5. The expectation value of S² is 6.051.

Each line ends with the natural charge from an NBO analysis.
Element x y z (Å)
Co 0.14347 -0.93798 -0.81094  0.68
O -0.56570 4.56188 1.82255  -0.35
O 1.10153 -3.40657 0.42227  -0.29
O -2.32921 0.45050 -0.08770  -0.30
O -0.13214 -2.14263 -3.46575  -0.25
O 2.23046 1.06836 -0.45296  -0.33
N 0.22038 -0.56891 1.82160  -0.28
N 0.90776 0.42728 2.41472  -0.36
C -0.35565 3.48758 1.46194  0.55
C 0.47420 0.70650 3.65910  0.29
C 1.39084 0.27285 -0.58245  0.46
C 1.03860 1.80914 4.45330  -0.68
C -1.64842 -2.05794 2.47979  -0.67
C -0.02058 -1.67769 -2.41466  0.46
C 0.72308 -2.41432 -0.03760  0.50
C -0.55103 -0.20009 3.90660  -0.29
C -1.36378 -0.10969 -0.40336  0.47
C -0.67809 -0.97999 2.73056  0.20
H 0.50627 1.86547 5.40942  0.27
H 2.10529 1.64542 4.66317  0.27
H -1.14534 -0.28274 4.79974  0.27
H -2.46293 -1.71716 1.82420  0.24
H -2.08861 -2.37002 3.43414  0.28
H -1.16804 -2.92833 2.01468  0.24
H -0.21047 2.16545 0.77828  -0.05
H 0.93169 2.77714 3.94377  0.25
H 1.67389 0.90262 1.93876  0.43

Respective electronic energy values: -917.62799; -3711.05392; -3266.84747; -901.01670; -1361.90322; -2254.03323 hartree.